Here is a cluster of 2 separate species, CH7IN3 in total in a non-equilibrium geometry from the OMol25 dataset. Energies are from the ωB97M-V functional and the def2-TZVPD basis.

Summary:
**Total charge**: +1
**F_max**: 4.001 eV Å⁻¹
**Energy relative to the best compared isomer or geometry (same formula, charge and spin)**: 266.76 kJ/mol
**E**: -503.95436 hartree
**HOMO**: -13.283 eV

Atoms and positions in Å:
1 C 1.331 0.682 0.152
2 N 0.038 -1.192 -0.416
3 N 0.996 -0.536 0.270
4 N 0.802 1.688 -0.634
5 I -3.174 -0.604 1.062
6 H 2.102 1.123 0.765
7 H -0.495 -1.972 -0.005
8 H -0.425 -0.529 -1.033
9 H 1.507 -1.080 1.048
10 H -3.976 -1.946 0.478
11 H 1.450 2.449 -0.744
12 H -0.156 1.916 -0.944

Mulliken atomic charge list, values in e, 4 entries:
1 C 0.16
2 N -0.51
3 N 0.13
4 N -0.42

=====

Here is a cluster of 17 separate species, C68H136O34S3 in total in a non-equilibrium geometry from the OMol25 dataset. Energies are from the ωB97M-V functional and the def2-TZVPD basis.

Summary:
**F_max**: 4.735 eV Å⁻¹
**E**: -6425.42870 hartree
**HOMO**: -10.208 eV

Atoms and positions in Å:
1 O 5.366 5.182 0.340
2 C 5.101 3.959 0.131
3 O 4.276 3.216 0.914
4 C 3.470 3.896 1.841
5 C 3.928 3.674 3.279
6 C 5.735 3.047 -0.885
7 H 2.478 3.441 1.676
8 H 3.408 4.962 1.692
9 H 4.977 3.926 3.358
10 H 3.746 2.694 3.721
11 H 3.353 4.321 3.964
12 H 6.670 2.614 -0.521
13 H 5.938 3.604 -1.774
14 H 5.088 2.202 -1.018
15 O 0.252 4.104 -2.516
16 C -0.842 4.580 -2.725
17 O -1.596 4.354 -3.833
18 C -1.116 3.351 -4.741
19 C -1.247 1.936 -4.193
20 C -1.679 5.432 -1.804
21 H -0.093 3.617 -5.066
22 H -1.789 3.548 -5.567
23 H -0.778 1.211 -4.874
24 H -2.288 1.713 -4.020
25 H -0.658 1.881 -3.282
26 H -2.140 4.756 -1.092
27 H -2.457 5.978 -2.294
28 H -0.945 6.020 -1.259
29 O 3.424 1.318 -5.678
30 C 3.602 1.772 -4.545
31 O 4.833 1.969 -4.051
32 C 5.970 1.752 -4.968
33 C 7.211 2.127 -4.252
34 C 2.511 2.100 -3.594
35 H 5.788 2.281 -5.915
36 H 5.976 0.713 -5.288
37 H 7.339 3.224 -4.142
38 H 8.047 1.817 -4.901
39 H 7.226 1.590 -3.312
40 H 2.126 3.121 -3.637
41 H 2.853 2.020 -2.573
42 H 1.710 1.386 -3.685
43 O -1.900 6.804 2.728
44 C -2.428 5.933 3.368
45 O -1.973 4.646 3.455
46 C -0.689 4.326 2.919
47 C -0.744 4.068 1.448
48 C -3.791 5.900 3.994
49 H -0.329 3.481 3.480
50 H -0.051 5.192 3.087
51 H -1.253 3.111 1.424
52 H 0.283 3.944 1.063
53 H -1.230 4.836 0.846
54 H -4.137 6.886 4.298
55 H -3.817 5.141 4.778
56 H -4.383 5.487 3.187
57 O 5.934 -0.948 2.117
58 C 6.755 -0.175 1.690
59 O 7.276 -0.150 0.451
60 C 6.828 -1.258 -0.409
61 C 5.506 -1.005 -1.036
62 C 7.318 0.961 2.535
63 H 6.871 -2.136 0.195
64 H 7.599 -1.356 -1.173
65 H 5.401 -0.047 -1.559
66 H 4.711 -0.948 -0.287
67 H 5.259 -1.884 -1.656
68 H 7.891 0.571 3.360
69 H 6.480 1.510 2.954
70 H 7.856 1.664 1.928
71 O -4.396 -2.007 -1.725
72 C -4.695 -2.811 -2.573
73 O -3.936 -3.798 -3.011
74 C -2.657 -3.980 -2.384
75 C -2.767 -4.640 -1.034
76 C -6.060 -2.979 -3.188
77 H -2.081 -3.052 -2.352
78 H -2.209 -4.696 -3.068
79 H -3.062 -5.684 -1.040
80 H -3.421 -4.011 -0.435
81 H -1.774 -4.678 -0.603
82 H -6.216 -2.160 -3.917
83 H -6.877 -2.931 -2.451
84 H -6.095 -3.893 -3.765
85 O 1.825 5.963 6.958
86 C 1.876 5.005 7.732
87 O 1.165 3.886 7.522
88 C 0.246 3.945 6.379
89 C -0.410 2.629 6.273
90 C 2.920 4.864 8.781
91 H 0.842 4.270 5.519
92 H -0.425 4.802 6.534
93 H -0.870 2.323 7.215
94 H 0.305 1.824 6.056
95 H -1.227 2.689 5.565
96 H 3.347 3.871 8.855
97 H 2.480 5.173 9.733
98 H 3.759 5.509 8.532
99 O -4.365 3.848 1.095
100 C -5.453 3.316 1.192
101 O -6.008 2.572 0.218
102 C -5.299 2.416 -1.052
103 C -4.122 1.504 -1.010
104 C -6.326 3.291 2.375
105 H -4.990 3.419 -1.367
106 H -6.106 2.101 -1.718
107 H -4.463 0.465 -0.921
108 H -3.436 1.794 -0.199
109 H -3.590 1.654 -1.952
110 H -6.920 4.191 2.432
111 H -5.770 3.181 3.321
112 H -6.954 2.426 2.331
113 O 2.472 -1.441 4.362
114 C 3.268 -1.790 5.230
115 O 4.226 -0.993 5.680
116 C 4.323 0.315 5.068
117 C 5.391 1.105 5.790
118 C 3.266 -3.151 5.890
119 H 3.317 0.696 5.221
120 H 4.449 0.195 3.995
121 H 6.260 0.483 5.865
122 H 5.130 1.266 6.842
123 H 5.568 2.054 5.317
124 H 4.239 -3.546 5.681
125 H 2.488 -3.812 5.508
126 H 3.098 -2.993 6.965
127 O -2.025 -2.511 7.616
128 C -1.200 -2.384 6.743
129 O -0.359 -3.371 6.337
130 C -0.651 -4.640 6.990
131 C 0.365 -5.761 6.716
132 C -0.856 -1.199 5.848
133 H -1.673 -4.941 6.752
134 H -0.625 -4.422 8.057
135 H 1.366 -5.501 7.049
136 H 0.312 -6.006 5.665
137 H 0.088 -6.606 7.325
138 H -1.170 -0.225 6.229
139 H -1.401 -1.310 4.914
140 H 0.230 -1.191 5.753
141 O -5.308 -2.216 -8.913
142 C -5.877 -1.227 -8.533
143 O -5.595 -0.605 -7.400
144 C -4.470 -1.053 -6.728
145 C -4.240 -0.101 -5.550
146 C -6.835 -0.504 -9.423
147 H -3.636 -0.920 -7.396
148 H -4.535 -2.111 -6.464
149 H -5.028 -0.240 -4.792
150 H -4.282 0.939 -5.877
151 H -3.261 -0.360 -5.091
152 H -6.270 0.094 -10.142
153 H -7.510 0.139 -8.871
154 H -7.333 -1.297 -9.972
155 O -0.970 -1.399 -6.399
156 C -0.166 -1.870 -7.190
157 O 0.587 -1.177 -8.046
158 C 0.818 0.237 -7.784
159 C 1.254 0.852 -9.056
160 C -0.005 -3.345 -7.343
161 H 1.617 0.228 -7.046
162 H -0.065 0.684 -7.334
163 H 2.114 0.373 -9.520
164 H 1.471 1.916 -8.897
165 H 0.387 0.775 -9.716
166 H -0.003 -3.373 -8.410
167 H -0.929 -3.822 -7.026
168 H 0.896 -3.793 -6.936
169 O -4.233 -2.321 2.475
170 C -3.383 -1.428 2.566
171 O -2.055 -1.654 2.512
172 C -1.694 -3.083 2.476
173 C -0.221 -3.203 2.241
174 C -3.683 0.006 2.700
175 H -2.281 -3.549 1.686
176 H -1.967 -3.561 3.436
177 H -0.025 -2.899 1.216
178 H 0.058 -4.255 2.315
179 H 0.358 -2.760 3.043
180 H -4.525 0.179 3.355
181 H -3.982 0.364 1.710
182 H -2.759 0.506 2.972
183 O 1.910 -0.459 -0.737
184 C 1.550 0.100 0.321
185 O 0.365 0.696 0.531
186 C -0.433 0.914 -0.693
187 C -1.278 -0.290 -0.991
188 C 2.300 0.047 1.602
189 H 0.172 1.274 -1.504
190 H -1.013 1.823 -0.592
191 H -1.914 -0.190 -1.876
192 H -1.943 -0.498 -0.137
193 H -0.599 -1.151 -1.146
194 H 3.271 -0.405 1.489
195 H 1.684 -0.588 2.279
196 H 2.346 1.041 2.019
197 C 2.423 -1.640 -4.463
198 C 1.191 -2.245 -3.666
199 C 1.740 -3.377 -2.828
200 S 3.226 -3.980 -3.621
201 O 3.158 -5.298 -4.171
202 O 4.419 -3.586 -2.896
203 C 3.181 -2.864 -4.988
204 H 3.017 -1.166 -3.693
205 H 2.106 -0.985 -5.274
206 H 0.489 -2.650 -4.368
207 H 0.815 -1.476 -2.990
208 H 1.059 -4.203 -2.741
209 H 2.042 -3.127 -1.818
210 H 2.645 -3.356 -5.800
211 H 4.228 -2.665 -5.215
212 C -6.998 -1.291 0.547
213 C -7.254 -0.887 2.048
214 C -8.778 -1.028 2.182
215 S -9.486 -0.499 0.659
216 O -10.090 0.810 0.866
217 O -10.356 -1.587 0.214
218 C -7.957 -0.391 -0.277
219 H -7.080 -2.360 0.429
220 H -5.968 -1.024 0.240
221 H -6.819 0.102 2.171
222 H -6.741 -1.635 2.662
223 H -9.133 -0.269 2.860
224 H -9.210 -1.992 2.378
225 H -7.714 0.681 -0.200
226 H -8.125 -0.628 -1.309
227 C 3.685 -5.266 0.287
228 C 4.127 -3.790 0.539
229 C 4.074 -3.616 2.067
230 S 4.132 -5.250 2.824
231 O 2.802 -5.630 3.266
232 O 5.281 -5.371 3.709
233 C 4.423 -6.088 1.277
234 H 3.826 -5.521 -0.756
235 H 2.598 -5.305 0.422
236 H 3.526 -3.028 0.046
237 H 5.171 -3.627 0.244
238 H 3.218 -3.033 2.407
239 H 4.964 -3.108 2.426
240 H 4.102 -7.127 1.417
241 H 5.490 -5.997 1.122

Mulliken atomic charge list, values in e, 4 entries:
1 O -0.67
2 C 0.35
3 O 0.13
4 C 0.26

=====

Here is a structure of composition C10H18F2N2 in a non-equilibrium geometry from the OMol25 dataset. Energies are from the ωB97M-V functional and the def2-TZVPD basis.

Summary:
**F_max**: 5.240 eV Å⁻¹
**Energy relative to the best compared isomer or geometry (same formula, charge and spin)**: 32.27 kJ/mol
**E**: -700.93765 hartree
**HOMO**: -8.338 eV

Atoms and positions in Å:
1 C -2.973 0.576 -0.946
2 C 2.449 -0.112 2.630
3 C -2.115 -0.336 -1.371
4 C 3.178 -1.416 2.913
5 C -2.398 -1.771 -1.513
6 C -0.318 0.852 1.010
7 C 0.412 0.299 -0.213
8 C 0.581 1.130 2.157
9 C -0.241 1.524 -2.367
10 C -0.227 0.168 -1.595
11 N 1.225 -0.072 2.611
12 N 0.216 -0.804 -2.480
13 F -0.951 2.481 -1.752
14 F -0.872 1.377 -3.569
15 H -2.817 1.618 -0.631
16 H -4.025 0.302 -1.173
17 H 3.058 0.775 2.383
18 H 2.450 -2.232 2.682
19 H 4.227 -1.529 2.552
20 H 3.224 -1.450 4.075
21 H -2.013 -2.389 -2.355
22 H -1.855 -2.285 -0.641
23 H -3.494 -1.952 -1.313
24 H -0.871 1.649 0.740
25 H -0.960 0.142 1.435
26 H 0.718 -0.687 0.038
27 H 1.226 0.900 -0.310
28 H -0.047 1.503 2.960
29 H 1.147 2.025 1.861
30 H 0.704 1.890 -2.480
31 H 0.851 -0.488 -3.212
32 H 0.512 -1.687 -2.125

Mulliken atomic charge list, values in e, 4 entries:
1 C -1.04
2 C 0.06
3 C 0.73
4 C -0.98